Record 1
Here is a molecular structure, C26H20N2O2SSbSe4W from OMol25. Energies are from ωB97M-V with the def2-TZVPD basis set.

XYZ file:
```
57
Properties=species:S:1:pos:R:3:forces:R:3
W -0.20092 -0.65932 0.56226 0.6 0.0 0.8
Se 3.75357 -2.07718 1.75752 0.3 -0.4 0.1
Sb 2.34370 -0.25647 0.93160 0.6 0.5 -0.3
Se 1.43832 -0.41105 -1.37650 -0.2 -0.1 -0.7
Se -0.20853 0.54252 2.55862 -0.6 0.0 -0.3
Se 3.95601 1.53854 1.17754 -0.3 -0.2 0.2
C -8.03374 -1.11416 -3.13266 0.0 0.0 0.0
C -6.71859 -1.07037 -2.40783 0.1 0.0 0.1
C -5.55627 -0.66430 -3.06219 -0.1 0.0 0.0
C -4.35164 -0.58905 -2.39097 0.2 0.0 0.1
C -4.29324 -0.92747 -1.04232 -0.6 0.1 -0.6
C -5.43590 -1.34058 -0.37421 0.3 0.0 0.2
C -6.63583 -1.40987 -1.05935 -0.1 0.0 -0.1
S -2.76073 -0.78482 -0.23979 0.4 -0.4 0.9
O -1.79812 -1.66215 -0.94272 0.1 0.2 0.3
O -2.89752 -1.15144 1.16646 -0.7 0.1 -0.7
N -2.07919 0.60608 -0.43932 0.0 0.2 0.0
C -2.54644 1.80600 0.10028 -0.1 -0.1 0.0
C -3.83557 2.06305 0.50431 0.2 0.0 0.0
C -4.18569 3.32760 1.01992 -0.1 0.0 0.0
C -3.26516 4.32504 1.14995 0.0 0.1 0.0
C -1.92375 4.10019 0.75636 0.0 -0.3 -0.1
C -0.89378 5.05435 0.90117 0.2 -0.1 -0.1
C 0.37758 4.72705 0.52159 -0.1 0.3 0.1
C 0.62278 3.45593 -0.02479 0.0 -0.4 -0.2
N -0.30582 2.54651 -0.19270 0.1 0.3 0.2
C -1.56492 2.84541 0.21240 0.0 0.0 -0.1
H -7.89015 -1.30379 -4.19606 0.0 0.0 0.0
H -8.55973 -0.16181 -3.03519 0.0 0.0 0.0
H -8.68050 -1.89174 -2.72673 0.0 0.0 0.0
H -5.59938 -0.40331 -4.11302 0.0 0.0 0.0
H -3.44536 -0.26852 -2.89020 0.0 0.0 0.0
H -5.35878 -1.59989 0.67425 0.0 0.0 0.0
H -7.52904 -1.73656 -0.53960 0.0 0.0 0.0
H -4.59097 1.29202 0.44379 0.0 0.0 0.0
H -5.20928 3.49466 1.33321 0.0 0.0 0.0
H -3.54067 5.28667 1.56695 0.0 0.0 0.0
H -1.12401 6.02487 1.32542 0.0 0.0 0.0
H 1.19823 5.42276 0.63677 0.0 0.0 0.0
H 1.63047 3.17250 -0.31517 0.0 0.0 0.0
C 0.26747 -6.17536 -1.23222 0.0 0.0 0.0
C 0.23328 -4.89397 -1.81192 0.0 0.1 0.1
C 0.20000 -3.77293 -1.02561 0.0 -0.1 -0.3
C 0.19908 -3.84548 0.38842 0.1 0.0 0.0
C 0.16331 -2.67358 1.23652 -0.1 0.2 0.1
C 0.21892 -2.90562 2.60210 0.0 -0.1 0.1
C 0.28747 -4.19696 3.16711 0.0 0.1 -0.1
C 0.29395 -5.29845 2.36915 0.0 -0.1 0.0
C 0.25342 -5.14812 0.96295 0.0 0.1 0.0
C 0.27984 -6.29043 0.12780 0.0 -0.1 0.0
H 0.29282 -7.05731 -1.86103 0.0 0.0 0.0
H 0.23957 -4.78544 -2.88956 0.0 0.0 0.0
H 0.19350 -2.81741 -1.52432 0.0 0.0 0.1
H 0.19924 -2.07434 3.28942 0.0 0.0 0.0
H 0.33155 -4.29249 4.24535 0.0 0.0 0.0
H 0.33630 -6.29788 2.78852 0.0 0.0 0.0
H 0.31795 -7.26754 0.59766 0.0 0.0 0.0
```
Positions in Å, forces in eV/Å.

Computed properties:
Lowest unoccupied orbital energy (spin up / spin down) (eV): 1.9 / 0.8
Charge: -1
Expectation value of S²: 2.080
Multiplicity: 3
Relative energy (zero: lowest compared OMol25 entry of this formula, charge and spin) (kJ/mol): 272.7

Record 2
Here is a single C16H24N2O2S molecule from OMol25. Energies are from ωB97M-V with the def2-TZVPD basis set.

XYZ file:
```
45
Properties=species:S:1:pos:R:3:forces:R:3
C -2.87762 -3.69843 0.09420 0.0 0.0 0.0
C -2.92449 -2.21115 -0.07816 0.0 0.0 -0.1
C -2.06673 -1.55512 -0.94623 0.0 -0.1 0.0
C -2.11931 -0.17954 -1.09413 0.0 0.0 0.0
C -3.03278 0.55896 -0.36289 0.1 0.3 -0.2
S -3.16220 2.33103 -0.47757 0.0 0.2 -0.1
C -1.69181 2.81637 -1.42884 -0.5 -0.3 0.1
C -0.37060 2.35214 -0.83811 -0.1 0.1 0.0
O 0.57821 2.10958 -1.55794 0.2 -0.1 -0.3
N -0.35803 2.26892 0.51125 0.0 0.1 0.5
C 0.66969 1.79671 1.37564 -0.2 0.2 -0.4
O 0.42629 1.69239 2.55499 -0.1 -0.1 0.5
N 1.82851 1.53295 0.76725 0.4 0.0 -0.4
C 2.94566 0.94265 1.46812 0.0 -0.2 0.3
C 3.29581 -0.45180 0.93602 0.3 0.3 0.0
C 4.31170 -0.45822 -0.21279 -0.2 -0.3 0.0
C 3.82327 0.32089 -1.43192 0.2 -0.1 0.2
C 4.62115 -1.90205 -0.60645 0.1 0.3 0.1
C -3.91631 -0.07698 0.51545 0.0 0.0 0.0
C -4.90736 0.72266 1.29934 0.0 0.0 0.0
C -3.84359 -1.45292 0.63907 0.1 0.0 -0.1
H -2.11183 -4.14036 -0.53776 0.0 -0.1 0.0
H -2.66262 -3.95243 1.13130 0.0 -0.1 0.0
H -3.83928 -4.14035 -0.16334 0.0 -0.1 0.0
H -1.34503 -2.11660 -1.52134 0.1 -0.1 0.0
H -1.44032 0.29367 -1.78502 0.1 0.1 -0.1
H -1.71348 3.90865 -1.42109 0.0 0.0 0.0
H -1.77307 2.47967 -2.46313 0.2 0.0 0.1
H -1.22482 2.47352 1.00065 0.2 -0.1 -0.1
H 1.86835 1.61704 -0.24302 -0.2 0.1 0.1
H 3.81403 1.60494 1.38785 0.0 0.0 0.1
H 2.64854 0.88363 2.51769 0.1 0.1 -0.1
H 2.37562 -0.94368 0.61299 -0.1 -0.1 0.0
H 3.70973 -1.03861 1.75818 0.0 -0.1 0.0
H 5.23724 0.00631 0.14737 0.0 0.0 0.0
H 4.51477 0.18566 -2.26109 0.0 0.0 -0.1
H 2.84398 -0.03106 -1.74868 -0.2 0.0 -0.1
H 3.76367 1.38608 -1.22432 -0.1 0.2 -0.1
H 4.98348 -2.46706 0.24945 0.0 -0.1 0.1
H 5.38214 -1.93211 -1.38264 0.1 -0.1 -0.1
H 3.72603 -2.39029 -0.98586 -0.1 -0.1 -0.1
H -5.53480 1.30993 0.62915 -0.1 0.1 0.0
H -4.39102 1.42089 1.95809 0.0 0.1 0.1
H -5.53998 0.07547 1.90043 -0.1 0.0 0.0
H -4.52081 -1.95197 1.31781 -0.1 0.0 0.1
```
Positions in Å, forces in eV/Å.

Computed properties:
Lowest unoccupied orbital energy (eV): 0.6
Relative energy (zero: lowest compared OMol25 entry of this formula, charge and spin) (kJ/mol): 0.0

Record 3
Here is a single S2 molecule from OMol25. Energies are from ωB97M-V with the def2-TZVPD basis set.

XYZ file:
```
2
Properties=species:S:1:pos:R:3:forces:R:3
S 0.00000 0.00000 1.20692 0.0 0.0 -5.9
S 0.00000 0.00000 -1.20692 0.0 0.0 5.9
```
Positions in Å, forces in eV/Å.

Computed properties:
Lowest unoccupied orbital energy (eV): -3.9
Relative energy (zero: lowest compared OMol25 entry of this formula, charge and spin) (kJ/mol): 224.3

Record 4
Here is a single C9H12N2O3 molecule from OMol25. Energies are from ωB97M-V with the def2-TZVPD basis set.

XYZ file:
```
26
Properties=species:S:1:pos:R:3:forces:R:3
C 1.97036 0.22131 0.64532 0.7 1.7 0.1
N 1.39602 -0.50764 -0.46125 0.2 0.0 -1.1
C 1.65926 -1.93927 -0.39134 1.5 1.9 1.0
C 0.16534 -0.17622 -0.91876 -2.7 1.4 -0.5
C 0.07524 1.22697 -1.51207 -0.3 0.0 0.3
C -0.51418 2.27550 -0.91140 1.6 -0.5 -1.4
C -0.93109 2.23765 0.42955 -1.9 -0.4 3.4
C -1.19811 1.06579 1.04471 0.0 0.8 1.5
C -1.15809 -0.22087 0.32995 1.9 -0.3 -1.1
C -0.98970 -1.38592 1.25172 -1.8 -0.5 1.0
O -0.46285 -1.20179 2.31154 1.1 -0.2 0.7
N -2.30598 -0.49173 -0.51064 -0.6 -1.1 -0.9
O -2.39329 -1.65096 -0.90598 -0.1 0.0 -0.2
O -3.06763 0.37719 -0.82637 -0.5 0.8 0.0
H 2.89356 -0.28240 0.85020 0.5 -0.2 0.4
H 2.31184 1.30383 0.41773 -1.1 -1.6 0.1
H 1.34573 0.18404 1.55462 0.2 0.2 -0.3
H 2.73891 -1.85671 -0.41405 0.6 -1.0 1.3
H 1.17000 -2.20181 0.55785 0.6 -1.5 -0.6
H 1.58851 -2.48419 -1.30553 -1.6 -0.4 -0.5
H -0.21795 -0.85117 -1.72172 0.3 0.1 1.0
H 0.52840 1.33245 -2.50036 -0.1 0.0 0.3
H -0.44442 3.21976 -1.38835 -0.2 0.7 -0.5
H -1.17259 3.14034 1.07751 0.8 -0.9 -1.3
H -1.39520 1.00573 2.16695 0.1 0.2 -1.8
H -1.59209 -2.33986 1.13016 0.8 0.8 -0.7
```
Positions in Å, forces in eV/Å.

Computed properties:
Lowest unoccupied orbital energy (eV): 0.2
Relative energy (zero: lowest compared OMol25 entry of this formula, charge and spin) (kJ/mol): 655.6

Record 5
Here is a molecular structure, C2H8CsO2 from OMol25. Energies are from ωB97M-V with the def2-TZVPD basis set.

XYZ file:
```
13
Properties=species:S:1:pos:R:3:forces:R:3
Cs 4.36708 -2.18430 0.30820 -0.1 0.1 0.0
C 0.91418 1.62267 -3.30127 -0.6 0.1 0.3
O 2.21888 1.89376 -2.87427 1.1 0.0 -0.2
H 0.37394 2.56623 -3.22419 -0.7 -0.3 0.1
H 0.80921 1.25715 -4.32277 0.3 -0.1 -0.2
H 0.55797 0.84758 -2.62271 -0.5 0.2 -0.1
H 2.48856 2.69392 -3.33102 0.3 0.0 0.1
C -2.15897 -1.71967 3.39895 -0.1 0.3 -0.8
O -0.99187 -1.15551 2.78395 0.2 -0.1 0.4
H -1.89711 -2.65679 3.89020 0.1 0.2 0.0
H -2.62181 -1.01083 4.08556 0.1 -0.2 0.2
H -2.86919 -1.92202 2.59723 -0.3 -0.2 0.2
H -1.19089 -0.23221 2.61215 0.1 0.0 -0.1
```
Positions in Å, forces in eV/Å.

Computed properties:
Lowest unoccupied orbital energy (eV): -3.9
Charge: +1
Relative energy (zero: lowest compared OMol25 entry of this formula, charge and spin) (kJ/mol): 142.0

Record 6
Here is a molecular structure, C18H24N4O3S2 from OMol25. Energies are from ωB97M-V with the def2-TZVPD basis set.

XYZ file:
```
51
Properties=species:S:1:pos:R:3:forces:R:3
C 1.20172 2.69901 1.23984 0.3 -0.1 0.0
H 1.40509 3.28196 2.13545 0.0 0.1 0.1
H 0.41990 1.97844 1.46276 -0.1 0.1 0.0
H 0.84738 3.37053 0.46017 -0.1 0.1 -0.1
C 2.46273 1.97182 0.78631 -0.4 0.0 0.0
C 2.92433 0.97520 1.85122 0.3 0.2 -0.1
C 4.18807 0.24168 1.41125 -0.2 -0.2 0.1
C 3.97064 -0.46329 0.07644 0.3 0.3 0.0
C 3.53125 0.53922 -0.98702 -0.2 -0.1 0.0
H 3.35634 0.03085 -1.93737 0.0 0.1 -0.1
H 4.32099 1.27734 -1.14062 0.1 0.0 0.0
C 2.24861 1.26865 -0.56224 0.4 0.3 -0.3
N 1.15184 0.32417 -0.52998 0.3 0.0 0.4
C 0.15674 0.32703 -1.41590 -0.2 -0.4 -0.1
O 0.01558 1.13878 -2.31485 -0.1 0.1 -0.3
C -0.79984 -0.86836 -1.31925 0.0 0.7 -0.6
N -0.64106 -1.69616 -0.13430 -0.6 0.4 0.7
S -1.28109 -1.17893 1.31801 0.2 -0.3 0.2
O -0.32978 -0.28026 1.90333 -0.3 0.2 -0.1
O -1.63449 -2.34706 2.07113 -0.3 -0.1 -0.2
C -2.77945 -0.28295 0.92503 0.4 -0.9 0.3
C -4.00282 -0.86956 1.08980 0.6 -0.2 0.1
C -5.18827 -0.19352 0.73980 -0.3 0.5 -0.2
C -5.16479 1.06745 0.20288 -0.4 -0.4 0.1
C -3.92119 1.69112 0.01410 1.1 0.0 0.1
N -3.66085 2.89312 -0.50892 -0.4 0.6 -0.3
S -2.07423 3.12101 -0.51880 -0.7 -0.9 0.4
N -1.62437 1.73863 0.14274 0.5 0.0 0.1
C -2.70937 1.00948 0.39398 -0.4 1.3 -0.4
H -6.06728 1.58517 -0.07945 -0.1 0.0 0.0
H -6.13254 -0.69212 0.89540 -0.1 0.0 0.0
H -4.03909 -1.86476 1.50491 -0.1 -0.1 0.0
C -0.78999 -3.10707 -0.48244 0.0 -0.9 0.1
C -1.19376 -3.12819 -1.95589 0.1 0.2 0.1
H -2.27891 -3.07794 -2.05714 0.0 0.0 0.0
C -0.55673 -1.84468 -2.47901 -0.1 0.0 0.1
H 0.51594 -1.98277 -2.62010 0.1 0.0 0.0
H -0.99151 -1.48091 -3.40653 0.1 0.1 0.0
H -0.83394 -4.01843 -2.46659 0.0 0.0 0.0
H 0.17786 -3.59819 -0.33485 -0.1 0.0 0.0
H -1.51499 -3.57653 0.18284 0.1 -0.1 -0.1
H -1.82727 -0.48392 -1.40180 0.2 0.0 -0.1
H 1.06929 -0.27907 0.27484 0.0 0.0 -0.2
H 1.98267 2.00906 -1.32570 0.0 -0.1 0.2
H 4.89439 -0.95257 -0.24112 -0.1 -0.1 0.0
H 3.20755 -1.23550 0.19151 0.0 -0.1 0.0
H 4.47891 -0.48489 2.17260 0.1 0.0 0.0
H 5.00550 0.96041 1.30706 0.1 0.0 0.0
H 2.12136 0.26493 2.05586 0.0 -0.1 0.1
H 3.12150 1.51481 2.78007 -0.1 0.0 0.1
H 3.26147 2.70778 0.63057 0.0 -0.1 0.0
```
Positions in Å, forces in eV/Å.

Computed properties:
Lowest unoccupied orbital energy (eV): -1.1
Relative energy (zero: lowest compared OMol25 entry of this formula, charge and spin) (kJ/mol): 90.7

Record 7
Here is 2 unconnected molecules or ions with the total composition C12H27INO2 from OMol25. Energies are from ωB97M-V with the def2-TZVPD basis set.

XYZ file:
```
43
Properties=species:S:1:pos:R:3:forces:R:3
C 3.20088 0.20455 3.12537 -0.1 0.1 -0.1
C 1.72049 0.50019 2.86964 0.1 0.1 0.3
N 1.14910 -0.33094 1.75299 -0.1 -0.2 0.2
C -0.24155 -0.82654 2.04531 0.0 0.0 0.1
C -1.23798 0.29512 1.89523 -0.2 0.0 0.0
O -1.13602 0.94362 0.64203 0.0 0.0 0.0
C -0.20822 0.34722 -0.23957 -0.1 -0.2 0.0
C 1.20884 0.25779 0.32599 0.1 0.0 -0.5
C 2.11428 1.48312 0.15700 0.0 0.2 0.0
C 1.56123 2.92142 0.09520 -0.1 0.0 0.0
C 0.44051 3.36119 1.04719 0.1 0.2 0.1
I 1.04916 3.42248 -1.94188 0.0 0.0 -0.1
H 3.64489 -0.38349 2.32321 0.1 -0.1 0.0
H 3.33693 -0.32212 4.06487 0.0 -0.1 0.0
H 3.77047 1.12870 3.18505 0.0 0.0 0.0
H 1.13282 0.27299 3.75488 -0.1 0.0 0.0
H 1.56732 1.54323 2.64432 -0.2 0.2 -0.2
H 1.72762 -1.16599 1.74132 0.1 0.0 -0.1
H -0.44457 -1.64357 1.35831 0.0 0.0 -0.1
H -0.25251 -1.22682 3.05522 0.0 0.0 0.1
H -1.10040 1.03856 2.68485 0.0 0.1 0.0
H -2.23802 -0.12352 2.01957 -0.1 0.0 0.0
H -0.54093 -0.64748 -0.54076 0.0 0.0 -0.1
H -0.18429 0.94595 -1.14485 0.0 0.1 0.0
H 1.68046 -0.53071 -0.26231 0.1 -0.1 0.1
H 2.62079 1.31189 -0.79113 0.1 0.0 0.0
H 2.91937 1.45968 0.89294 0.0 0.0 0.1
H 2.41760 3.56863 0.25467 0.1 0.0 -0.1
H 0.78808 4.18035 1.67492 0.0 0.0 0.0
H 0.08616 2.56646 1.69168 0.0 -0.1 0.0
H -0.43050 3.72353 0.51114 -0.1 -0.1 0.0
C -3.10984 -1.81907 -4.44576 0.0 0.1 0.0
C -1.99637 -2.19573 -3.48527 0.0 -0.1 -0.1
C -2.32387 -3.44780 -2.68907 0.0 0.1 0.1
O -1.69535 -1.10068 -2.60616 0.0 -0.1 0.1
H -4.03315 -1.61761 -3.89538 0.0 0.0 0.0
H -2.84722 -0.92274 -5.00608 0.0 0.0 0.0
H -3.30750 -2.62502 -5.15204 0.0 0.0 0.0
H -1.07303 -2.35268 -4.04437 0.0 0.0 0.0
H -3.22589 -3.29064 -2.09063 0.0 0.0 0.0
H -1.50564 -3.70253 -2.01394 0.0 0.0 0.0
H -2.50222 -4.29735 -3.34759 0.0 0.0 0.0
H -2.50192 -0.90364 -2.11609 -0.1 0.1 -0.1
```
Positions in Å, forces in eV/Å.

Computed properties:
Lowest unoccupied orbital energy (eV): -2.9
Charge: +1

Record 8
Here is a single CHN5O3 molecule from OMol25. Energies are from ωB97M-V with the def2-TZVPD basis set.

XYZ file:
```
10
Properties=species:S:1:pos:R:3:forces:R:3
C -0.26528 -1.44152 -1.36732 -2.4 -1.6 0.1
N -1.41309 -1.51468 -0.90338 -2.1 -1.8 -1.3
N 1.60999 -0.01607 -1.47286 -1.4 -2.1 0.4
N 0.59677 0.84873 1.47423 0.1 -1.8 2.5
N 0.76882 -0.79231 -1.27625 5.0 4.6 0.0
N -1.18420 -0.53903 1.29529 0.2 -0.7 1.1
O -1.96105 -1.21812 0.29351 1.7 2.1 0.8
O -0.45795 0.44985 0.74189 -0.4 1.0 -2.6
O 1.31908 1.85046 1.01478 -0.9 1.7 -2.4
H 0.98692 2.37269 0.20011 0.1 -1.4 1.4
```
Positions in Å, forces in eV/Å.

Computed properties:
Lowest unoccupied orbital energy (spin up / spin down) (eV): -1.6 / -1.4
Relative energy (zero: lowest compared OMol25 entry of this formula, charge and spin) (kJ/mol): 951.9

Looking at maximum force for the records above, in order, we have 1.02, 0.61, 5.93, 3.93, 1.16, 1.39, 0.49, 6.80 eV/A.
Looking at E_tot for the records above, in order, we have -314947.5337, -34894.0241, -21666.6728, -18644.1088, -6840.1142, -52829.5471, -26560.3594, -14632.4052 eV.